No. 1
Computed, not measured: an isolated molecule of C14H17ClO2 in a non-equilibrium geometry, with wB97M-V/def2-TZVPD.

Cartesian coordinates (Å):
C  -0.361  -3.449  -0.513
C  -0.049  -1.966  -0.368
C  0.522  -1.539  0.821
C  0.872  -0.157  1.181
C  0.561  0.747  0.157
C  -0.045  0.431  -1.104
C  -0.286  1.533  -2.149
C  -0.364  -0.952  -1.346
C  -1.112  -1.372  -2.681
C  -2.601  -1.088  -2.524
Cl  -3.624  -1.322  -4.062
C  0.836  2.031  0.738
O  0.724  3.049  0.095
C  1.430  1.910  2.128
C  0.665  2.714  3.079
C  1.436  0.422  2.464
O  2.706  -0.013  2.819
H  0.541  -3.834  -0.964
H  -1.207  -3.590  -1.109
H  -0.662  -3.994  0.346
H  0.770  -2.349  1.547
H  -0.895  2.346  -1.701
H  -0.936  1.323  -3.019
H  0.668  2.075  -2.288
H  -0.948  -2.422  -3.023
H  -0.703  -0.779  -3.504
H  -2.660  -0.021  -2.235
H  -2.979  -1.747  -1.775
H  2.359  2.426  2.190
H  -0.455  2.433  3.216
H  0.777  3.801  2.909
H  1.061  2.559  4.112
H  0.808  0.137  3.285
H  3.149  0.657  3.278

Summary:
Relative energy (zero: lowest compared OMol25 entry of this formula, charge and spin)   0.0 kcal/mol
M   252.74 g/mol
E   -1154.30157 a.u.
HOMO   -9.1 eV
Gap between HOMO and LUMO   9.32 eV
Structure (SMILES)   Cc1cc2c(c(C)c1CCCl)C(=O)[C@@H](C)[C@@H]2O
Total charge   0

***

No. 2
Computed, not measured: a structure of composition C14H17F3N2O3STi in a non-equilibrium geometry, with wB97M-V/def2-TZVPD.

Cartesian coordinates (Å):
C  -1.510  0.971  2.906
C  -1.457  -0.459  3.106
H  -0.499  1.332  2.999
H  -2.210  1.282  3.662
H  -1.878  1.355  1.968
H  -1.237  -1.206  2.355
H  -0.819  -0.687  3.954
H  -2.510  -0.605  3.290
C  0.316  2.632  -0.827
C  0.474  3.467  -1.915
C  0.555  2.889  -3.182
C  0.442  1.511  -3.354
H  0.232  2.971  0.208
H  0.553  4.552  -1.788
H  0.716  3.527  -4.047
H  0.436  1.083  -4.347
N  0.316  1.290  -1.017
C  0.340  0.649  -2.264
C  0.209  -0.809  -2.342
N  0.024  -1.533  -1.177
C  -0.306  -2.856  -1.046
C  -0.028  -2.987  -3.418
C  -0.288  -3.617  -2.209
H  -0.546  -3.206  -0.050
H  -0.487  -4.685  -2.159
C  0.173  -1.604  -3.476
H  0.289  -1.131  -4.434
H  -0.008  -3.582  -4.326
Ti  -0.108  -0.159  0.048
C  -2.139  -0.049  0.036
H  -2.404  -1.100  -0.194
H  -2.449  0.609  -0.796
H  -2.669  0.236  0.941
F  3.353  0.321  4.504
C  2.327  -0.199  3.772
F  2.278  -1.551  3.941
F  1.147  0.341  4.198
S  2.421  0.256  1.900
O  1.932  1.630  1.734
O  3.742  -0.158  1.472
O  1.275  -0.719  1.374

Summary:
⟨S²⟩   2.021
Relative energy (zero: lowest compared OMol25 entry of this formula, charge and spin)   17.3 kcal/mol
M   398.23 g/mol
Multiplicity   3
E   -2426.07023 a.u.
HOMO (spin up / spin down)   -6.1 / -9.2 eV
Gap between HOMO and LUMO (spin up / spin down)   5.91 / 8.50 eV
Total charge   0